one.
A single C5H9F molecule, computed with ωB97M-V with the def2-TZVPD basis set.

Last column: Mulliken charge in e.
Element x y z (Å)
1 C -1.0812 0.7764 1.4130  -1.11
2 C -0.0521 -0.0865 0.8019  0.44
3 C -0.5100 -1.0333 -0.0572  -0.90
4 C 0.3019 0.1008 -0.5976  0.14
5 C 1.4931 -0.0088 -1.3105  -0.68
6 H -2.1677 0.5305 0.8766  0.20
7 H -0.8824 1.8983 1.1299  0.26
8 H -1.1467 0.5491 2.5436  0.35
9 H 0.6334 -0.4918 1.7241  0.22
10 H -1.5489 -0.8787 -0.6996  0.19
11 H -0.3005 -2.0767 -0.2416  0.32
12 H -0.4397 0.8855 -0.9583  0.30
13 H 2.0788 -0.9612 -1.0850  0.24
14 H 1.3803 -0.2458 -2.3417  0.33
15 F 2.2418 1.0422 -1.1979  -0.28

Calculated values
* E_HOMO: -10.013 eV
* SMILES: C[C@H]1C[C@@H]1CF
* molecular weight: 88.12 Da
* LUMO: 1.2270 eV

---

two.
A single C5H9F molecule, computed with ωB97M-V with the def2-TZVPD basis set.

Last column: Mulliken charge in e.
Element x y z (Å)
1 C 1.7626 -0.1419 -0.6364  -1.19
2 C 0.7435 -0.7741 0.2777  -0.15
3 C -0.0811 0.2657 0.9517  -0.65
4 C -1.0551 0.8595 -0.0629  -0.42
5 C -2.1676 0.2400 -0.4042  -0.20
6 H 2.2858 -0.9238 -1.1552  0.34
7 H 2.4726 0.5703 -0.1993  0.32
8 H 1.2527 0.4877 -1.3811  0.32
9 H 1.2441 -1.4662 1.0193  0.28
10 H 0.0514 -1.5022 -0.2060  0.25
11 H -0.7325 -0.1348 1.6575  0.29
12 H 0.4927 1.0984 1.3642  0.37
13 H -1.0833 1.9660 -0.1366  0.27
14 H -2.9717 0.5419 -1.0302  0.44
15 F -2.2142 -1.0865 -0.0585  -0.26

Calculated values
* E_HOMO: -9.614 eV
* SMILES: CCC/C=C\F
* molecular weight: 88.12 Da
* LUMO: 1.1301 eV

---

The calculated energies rank the structures as follows, beginning with the most stable: two, one.

---

one.
A gas-phase ion, C4H11N4 (charge +1), computed with ωB97M-V with the def2-TZVPD basis set.

Last column: Mulliken charge in e.
Element x y z (Å)
1 C 1.5936 0.4380 0.2578  0.46
2 C 0.0105 -0.5472 0.1561  0.04
3 C 0.2185 -1.6651 -0.7671  -1.08
4 C -1.5230 1.0915 0.8918  -0.92
5 N 1.5367 1.5430 -0.3441  0.25
6 N -0.9806 0.3475 -0.2799  -0.33
7 N 2.5784 -0.3416 0.7180  -0.36
8 N 0.7984 2.1056 -1.1580  -0.55
9 H -0.1631 -0.9513 1.1819  0.42
10 H -0.3103 -2.6130 -0.4278  0.29
11 H 1.2736 -1.9098 -0.8295  0.35
12 H -0.1041 -1.2737 -1.7518  0.34
13 H -0.8088 1.0329 1.7303  0.33
14 H -1.7047 2.1422 0.6193  0.32
15 H -2.3904 0.6181 1.2067  0.35
16 H 2.3013 -1.2298 1.2060  0.28
17 H 3.5018 -0.1762 0.4328  0.21
18 H 0.4614 2.9883 -0.9600  0.27
19 H -0.9468 0.6954 -1.1853  0.32

Calculated values
* E_HOMO (spin up / spin down): -13.774 / -13.775 eV
* SMILES: [H]/N=N/C(=[NH2+])[C@H](C)NC
* charge: +1
* molecular weight: 115.16 Da
* LUMO (spin up / spin down): -5.5366 / -5.5360 eV

---

two.
A gas-phase ion, C4H11N4 (charge +1), computed with ωB97M-V with the def2-TZVPD basis set.

Last column: Mulliken charge in e.
Element x y z (Å)
1 C 1.2711 0.0877 0.1761  0.64
2 C -1.1928 -0.6455 0.6170  -0.49
3 C 1.8142 1.5272 -0.0196  -1.26
4 C -3.2950 -0.5419 -0.5677  -1.10
5 N -0.0008 -0.0150 0.1949  -0.06
6 N 2.1502 -0.9658 -0.0444  -0.06
7 N 3.4024 -0.7457 -0.2316  -0.11
8 N -2.4005 0.0591 0.2848  -0.21
9 H -1.2527 -1.6085 0.1681  0.43
10 H -1.1268 -0.6347 1.6515  0.36
11 H 2.2019 1.9239 -1.0387  0.30
12 H 2.5653 1.5611 0.9036  0.39
13 H 1.1635 2.2722 0.3314  0.29
14 H -2.8048 -0.8080 -1.4142  0.44
15 H -3.8524 -1.3004 0.0421  0.28
16 H -4.0090 0.1548 -0.8048  0.42
17 H 4.0009 -1.5173 -0.4457  0.28
18 H 3.7696 0.1888 -0.0960  0.25
19 H -2.4044 1.0080 0.2931  0.20

Calculated values
* E_HOMO (spin up / spin down): -12.057 / -11.938 eV
* SMILES: CNC/N=C(/C)N=[NH2+]
* charge: +1
* molecular weight: 115.16 Da
* LUMO (spin up / spin down): -6.8508 / -6.9831 eV

---

The calculated energies rank the structures as follows, beginning with the most stable: one, two.

---

one.
A single C5H4O3 molecule, computed with ωB97M-V with the def2-TZVPD basis set.

Last column: Mulliken charge in e.
Element x y z (Å)
1 C -1.5880 -0.0049 -0.2010  0.23
2 C -0.2970 0.2344 0.5125  0.32
3 C 0.8299 -0.3243 -0.2015  0.05
4 C 2.1222 -0.5599 0.4857  -1.07
5 C 3.1835 -0.7845 1.0079  0.31
6 H -0.9779 1.1880 -1.4362  0.39
7 H -0.2993 0.3456 1.5832  0.46
8 H 0.7587 -0.8113 -1.1368  0.43
9 H 4.2619 -0.7912 1.3801  0.38
10 O -1.6768 0.5124 -1.4455  -0.47
11 O -2.5155 -0.5195 0.3855  -0.53
12 O 0.5364 1.0951 -0.1913  -0.50

Calculated values
* E_HOMO: -10.476 eV
* SMILES: C#C[C@@H]1O[C@H]1C(=O)O
* molecular weight: 112.08 Da
* LUMO: 0.7311 eV

---

two.
A single C5H4O3 molecule, computed with ωB97M-V with the def2-TZVPD basis set.

Last column: Mulliken charge in e.
Element x y z (Å)
1 C 1.0592 1.3493 0.2282  -0.52
2 C -0.1731 0.9442 0.5571  -0.33
3 C 1.6880 0.3500 -0.8240  0.49
4 C -1.3332 -1.4057 0.3633  -0.53
5 C -0.4501 -0.3682 -0.2141  0.99
6 O 2.6986 0.2049 -1.4264  -0.50
7 O 0.7407 -0.6785 -0.9354  -0.35
8 O -1.6625 -0.6994 -0.7937  -0.44
9 H 1.5241 2.3150 0.5189  0.36
10 H -1.0542 1.3645 1.0839  0.34
11 H -1.1428 -2.3560 0.1378  0.33
12 H -1.8947 -1.0199 1.3044  0.16

Calculated values
* E_HOMO: -10.448 eV
* SMILES: O=C1C=C[C@]2(CO2)O1
* molecular weight: 112.08 Da
* LUMO: 0.1240 eV

---

three.
A single C5H4O3 molecule, computed with ωB97M-V with the def2-TZVPD basis set.

Last column: Mulliken charge in e.
Element x y z (Å)
1 C 1.1675 0.2978 0.0131  0.37
2 C -1.1487 1.3122 0.1837  -0.05
3 C -1.8328 0.0846 0.0438  -0.57
4 C -0.8179 -0.8928 0.2359  0.23
5 C 0.2005 -0.6351 -0.7292  0.06
6 H -1.7782 2.2552 0.3689  0.33
7 H -2.9046 0.0473 0.2941  0.32
8 H -0.7060 -1.0820 1.4258  0.25
9 H -0.1031 -0.0943 -1.5897  0.36
10 O 2.3806 0.2779 0.2208  -0.52
11 O 0.2988 1.3672 0.5494  -0.33
12 O -0.1693 -1.9110 -0.6432  -0.45

Calculated values
* E_HOMO: -9.880 eV
* SMILES: O=C1OC=C[C@H]2O[C@H]12
* molecular weight: 112.08 Da
* LUMO: 0.3113 eV

---

The calculated energies rank the structures as follows, beginning with the most stable: two, one, three.

---

one.
A single C22H27NO2 molecule, computed with ωB97M-V with the def2-TZVPD basis set.

Last column: Mulliken charge in e.
Element x y z (Å)
1 C -3.0834 -4.7706 0.0543  -1.65
2 H -2.6856 -5.1144 1.0068  0.39
3 H -4.1569 -4.9439 0.0489  0.41
4 C -2.7815 -3.2892 -0.1570  1.16
5 C -3.3328 -2.8130 -1.4973  -1.52
6 H -2.8219 -3.3187 -2.3129  0.31
7 H -4.3978 -3.0225 -1.5676  0.48
8 H -3.1850 -1.7421 -1.6177  0.28
9 H -3.2658 -2.7237 0.6477  0.17
10 C -1.2626 -3.0766 -0.0915  -1.61
11 N -0.8430 -1.7121 -0.3641  0.63
12 C -0.1766 -1.4907 -1.5241  0.39
13 O 0.0553 -2.3890 -2.3139  -0.68
14 C 0.2988 -0.0736 -1.8201  -0.84
15 C 1.5094 0.2570 -1.0077  1.55
16 C 2.3486 -0.6601 -0.4527  -0.94
17 O 3.3523 -0.0873 0.2447  -0.44
18 C 3.1707 1.2450 0.1433  -0.12
19 C 3.9661 2.2285 0.7450  -1.20
20 C 3.6116 3.5292 0.5457  -0.95
21 C 2.4988 3.8893 -0.2593  0.67
22 C 2.1780 5.2448 -0.4634  -0.81
23 C 1.1262 5.6118 -1.2589  -0.66
24 C 0.3583 4.6317 -1.8951  -0.74
25 C 0.6398 3.3026 -1.7130  -0.78
26 C 1.6989 2.8936 -0.8849  1.39
27 C 2.0453 1.5357 -0.6385  0.36
28 H 0.0529 2.5614 -2.2302  0.36
29 H -0.4579 4.9275 -2.5379  0.42
30 H 0.8915 6.6554 -1.4079  0.39
31 H 2.7863 5.9968 0.0187  0.38
32 H 4.1883 4.3229 0.9970  0.38
33 H 4.8177 1.9449 1.3421  0.45
34 H 2.3362 -1.7317 -0.4973  0.59
35 H -0.4996 0.6482 -1.6491  0.29
36 H 0.5571 -0.0500 -2.8832  0.52
37 C -1.1568 -0.7171 0.6388  -1.80
38 H -1.1129 0.2732 0.1892  0.55
39 H -2.1882 -0.8786 0.9650  0.48
40 C -0.2269 -0.7402 1.8753  1.38
41 C 0.1053 0.6862 2.3119  -1.66
42 H 0.5938 1.2403 1.5145  0.24
43 H 0.7716 0.6728 3.1713  0.40
44 H -0.8030 1.2158 2.5931  0.44
45 C -0.8599 -1.4851 3.0504  -1.63
46 H -0.1732 -1.5064 3.8937  0.44
47 H -1.7708 -0.9807 3.3676  0.37
48 H -1.1096 -2.5107 2.7932  0.35
49 H 0.7027 -1.2440 1.5923  0.15
50 H -0.7893 -3.7000 -0.8537  0.59
51 H -0.8850 -3.3794 0.8884  0.28
52 H -2.6355 -5.3633 -0.7398  0.36

Calculated values
* E_HOMO: -7.956 eV
* SMILES: CC(C)CN(CC(C)C)C(=O)Cc1coc2ccc3ccccc3c12
* molecular weight: 337.46 Da
* LUMO: 0.5287 eV

---

two.
A single C22H27NO2 molecule, computed with ωB97M-V with the def2-TZVPD basis set.

Last column: Mulliken charge in e.
Element x y z (Å)
1 C -5.4417 2.8816 0.6796  -1.33
2 C -4.7391 3.8126 1.6371  0.93
3 O -5.3571 4.5576 2.3653  -0.61
4 C -3.2534 3.7731 1.6493  0.22
5 C -2.5073 2.9632 0.7988  0.22
6 C -1.1209 2.9593 0.8585  -0.01
7 C -0.4766 3.7766 1.7777  -0.73
8 C -1.2085 4.5942 2.6241  -0.75
9 C -2.5869 4.5933 2.5622  -0.80
10 H -3.1761 5.2195 3.2150  0.48
11 H -0.6984 5.2281 3.3343  0.40
12 H 0.6033 3.7758 1.8318  0.43
13 C -0.3426 2.0781 -0.0841  -0.64
14 N -0.9987 0.7919 -0.2396  0.20
15 C -0.5785 0.0357 -1.4014  -1.62
16 C 0.8269 -0.5645 -1.2777  -0.75
17 H 1.0370 -1.1471 -2.1752  0.50
18 H 1.5563 0.2467 -1.2152  0.45
19 C 0.9565 -1.4576 -0.0369  1.85
20 C 0.4240 -0.6945 1.1894  -1.42
21 C -0.9429 -0.0365 0.9481  -1.15
22 H -1.2056 0.5794 1.8120  0.53
23 H -1.7133 -0.8059 0.8423  0.35
24 H 1.1444 0.0822 1.4572  0.41
25 H 0.3435 -1.3741 2.0405  0.53
26 C 0.1479 -2.7630 -0.2174  -1.23
27 O 0.2426 -3.3469 -1.4905  -0.61
28 H 1.1593 -3.6093 -1.6439  0.35
29 H -0.9166 -2.5631 -0.0828  0.59
30 H 0.4525 -3.4778 0.5616  0.34
31 C 2.4468 -1.7909 0.2419  -1.48
32 C 3.0987 -2.6703 -0.7855  -0.08
33 C 3.1954 -4.0448 -0.5826  0.01
34 C 3.7784 -4.8644 -1.5336  -0.53
35 C 4.2801 -4.3214 -2.7040  -0.47
36 C 4.2075 -2.9541 -2.9092  -0.82
37 C 3.6269 -2.1361 -1.9565  0.10
38 H 3.5926 -1.0691 -2.1194  0.41
39 H 4.6110 -2.5215 -3.8128  0.38
40 H 4.7352 -4.9590 -3.4467  0.39
41 H 3.8450 -5.9278 -1.3572  0.39
42 H 2.8169 -4.4773 0.3333  0.30
43 H 2.9993 -0.8500 0.3080  0.56
44 H 2.5037 -2.2800 1.2179  0.44
45 H -0.6223 0.6896 -2.2762  0.51
46 H -1.3023 -0.7699 -1.5493  0.50
47 H 0.6996 2.0028 0.2657  0.25
48 H -0.3237 2.5575 -1.0694  0.50
49 H -2.9782 2.3112 0.0812  0.40
50 H -5.1599 1.8512 0.8831  0.37
51 H -6.5168 2.9936 0.7953  0.36
52 H -5.1637 3.1221 -0.3442  0.36

Calculated values
* E_HOMO: -8.452 eV
* SMILES: CC(=O)c1cccc(CN2CCC(CO)(Cc3ccccc3)CC2)c1
* molecular weight: 337.46 Da
* LUMO: 0.4183 eV

---

The calculated energies rank the structures as follows, beginning with the most stable: one, two.

---

one.
A single C5H11ClN2 molecule, computed with ωB97M-V with the def2-TZVPD basis set.

Last column: Mulliken charge in e.
Element x y z (Å)
1 C 0.7819 0.6437 1.6590  -1.60
2 C 0.3438 0.2261 0.2861  1.20
3 C 1.4390 -0.0573 -0.7650  -0.84
4 C -0.5842 -0.9512 0.3702  -0.73
5 C -2.0847 -0.8826 0.4955  -0.36
6 H 1.5655 1.4002 1.5670  0.39
7 H -0.0918 1.0489 2.1963  0.38
8 H 1.2598 -0.1781 2.2450  0.35
9 H 0.9380 -0.2568 -1.7481  0.32
10 H 1.9925 0.8543 -0.9347  0.48
11 H 1.7500 -1.9810 -0.2356  0.31
12 H 2.7194 -0.9485 0.4768  0.30
13 H -0.0845 -1.8576 0.7562  0.38
14 H -2.5367 -1.7280 0.9872  0.27
15 H -2.5810 0.0513 0.5025  0.29
16 H -1.4026 -0.5589 -1.4212  0.31
17 N 2.3238 -1.1584 -0.4217  -0.65
18 N -1.4614 -1.3242 -0.7309  -0.62
19 Cl -0.5259 1.6271 -0.5058  -0.20

Calculated values
* E_HOMO: -9.619 eV
* SMILES: C[C@@](Cl)(CN)[C@H]1CN1
* molecular weight: 134.61 Da
* LUMO: 0.8023 eV

---

two.
A single C5H11ClN2 molecule, computed with ωB97M-V with the def2-TZVPD basis set.

Last column: Mulliken charge in e.
Element x y z (Å)
1 C -1.5784 0.1747 0.1937  0.37
2 C 0.7591 0.7246 0.6644  -2.27
3 C 0.1841 -0.2772 -1.4779  -1.72
4 C 0.1767 -1.6182 0.7016  -1.67
5 C -0.1103 -0.2618 -0.0165  2.12
6 N -2.4969 -0.3650 -0.6907  -0.45
7 N -1.9134 0.9588 1.2503  -0.38
8 Cl -4.1031 0.0171 -0.3179  -0.22
9 H 1.7807 0.7008 0.1201  0.37
10 H 0.9285 0.4193 1.6949  0.47
11 H 0.4584 1.7989 0.7752  0.51
12 H 0.9458 -0.9940 -1.8691  0.33
13 H 0.4567 0.7589 -1.7618  0.38
14 H -0.7176 -0.4384 -1.9880  0.48
15 H 1.1604 -2.0625 0.5130  0.35
16 H 0.0663 -1.3815 1.7319  0.41
17 H -0.5330 -2.2050 0.2300  0.55
18 H -1.0953 1.1600 1.7855  0.22
19 H -2.8878 1.1088 1.4637  0.16

Calculated values
* E_HOMO: -8.719 eV
* SMILES: CC(C)(C)/C(N)=N/Cl
* molecular weight: 134.61 Da
* LUMO: 0.7354 eV

---

The calculated energies rank the structures as follows, beginning with the most stable: one, two.